DFT (ωB97M-V/def2-TZVPD) results for an isolated ion of composition C7H18N3 and charge +1 in a non-equilibrium geometry.

Values from the calculation:
**Total charge**: +1
**Total energy**: -441.508937 a.u.
**SMILES**: CCN(CC)C(N)=[N+](C)C
**Largest force on an atom**: 0.095 hartree/bohr
**E_HOMO**: -13.362 eV
**Energy above the lowest of the compared OMol25 structures with the same formula, charge and spin**: 220.57 kJ/mol

Cartesian coordinates (Å):
C: -1.842471 -2.163824 -0.848151
C: -1.966092 -0.777317 -0.190987
N: -0.753588 0.069294 -0.178140
C: -0.884760 1.515410 -0.449181
C: -1.441396 2.121857 0.827669
C: 0.452162 -0.411047 0.270469
N: 0.385416 -1.544897 1.043198
N: 1.619175 0.147579 -0.074860
C: 1.850184 0.929674 -1.188464
C: 2.877131 -0.238367 0.715003
H: -1.531990 -2.209508 -1.883240
H: -1.174188 -2.794687 -0.241186
H: -2.780492 -2.739210 -0.650603
H: -2.675550 -0.213859 -0.670106
H: -2.428796 -0.897207 0.805048
H: -1.595418 1.525791 -1.391537
H: -0.017424 2.076421 -0.782653
H: -0.688062 2.129158 1.599083
H: -1.807434 3.226390 0.762296
H: -2.214960 1.518387 1.290957
H: -0.388062 -1.858932 1.698780
H: 1.310182 -1.894678 1.355220
H: 1.992003 2.096689 -0.958159
H: 1.119298 0.789946 -1.949723
H: 2.898838 0.702116 -1.505394
H: 2.933552 -1.363090 0.738527
H: 2.926492 0.202234 1.634139
H: 3.826254 0.055668 0.221985

Atoms 1-2, force components in eV/Å:
-0.29 -0.94 1.78
1.08 -1.37 0.99